[1]
{"formula": "C8H12N2", "method": "wB97M-V/def2-TZVPD", "elements": ["C", "H", "H", "C", "H", "C", "C", "H", "C", "H", "C", "H", "C", "H", "H", "H", "H", "N", "H", "H", "C", "N"], "coordinates": [[0.58, -1.52, -1.61], [-0.10, 1.80, -1.49], [1.14, -1.32, -2.59], [-2.29, 0.02, 2.59], [2.40, -0.13, 0.17], [-0.88, 0.38, 2.65], [0.44, -0.22, -0.82], [0.56, 0.73, -2.63], [1.81, 0.47, -0.59], [-0.61, 0.92, 3.62], [-0.40, -0.23, 0.43], [2.32, 0.58, -1.64], [-0.20, 0.78, -1.89], [1.28, -2.12, -0.97], [1.86, 1.54, -0.20], [-0.51, -1.94, -1.56], [0.92, 0.56, 1.80], [-0.05, 0.27, 1.65], [-3.02, 0.05, 3.40], [-1.19, 0.42, -2.08], [-2.39, -0.51, 1.39], [-1.68, -0.53, 0.38]], "lowdin_charge": [0.00, 0.11, 0.14, 0.14, 0.11, 0.10, -0.53, 0.08, -0.06, 0.22, -0.09, 0.15, 0.02, 0.11, 0.12, 0.13, 0.21, 0.23, 0.17, 0.10, 0.24, 0.32], "total_charge": 2, "total_energy_ha": -420.705851, "e_lumo_ha": -0.441, "orbital_gap_ev": 6.809, "fmax_ha_per_bohr": 0.080, "homo_ev": -18.8, "smiles": "CC(C)(C)c1[n+]#ccc[nH+]1"}


[2]
{"formula": "C8H12N2O", "method": "wB97M-V/def2-TZVPD", "elements": ["C", "H", "H", "C", "H", "C", "N", "C", "H", "H", "H", "N", "H", "H", "C", "H", "H", "H", "H", "O", "C", "C", "C"], "coordinates": [[-1.46, 0.38, -2.21], [0.74, 1.60, 1.42], [0.80, 3.48, -0.37], [-0.51, -2.03, -0.19], [0.73, 0.02, -2.19], [0.15, 0.19, -0.16], [-0.06, -0.98, 0.62], [-0.11, -0.19, -1.59], [-0.80, -1.32, 3.32], [-2.24, -0.19, -1.65], [0.06, -0.98, 1.63], [-0.35, -1.64, -1.46], [-0.84, -2.22, -2.18], [-1.49, 0.07, -3.31], [0.59, 1.42, 0.32], [2.04, -0.99, 4.93], [0.87, 2.21, -1.66], [-1.59, 1.42, -2.21], [2.17, 2.52, -0.65], [-0.99, -3.06, 0.22], [1.06, 2.46, -0.64], [1.19, -1.02, 4.21], [0.04, -1.13, 3.81]], "lowdin_charge": [-0.01, 0.11, 0.07, -0.58, 0.12, -0.21, 0.16, -0.27, -0.02, 0.10, 0.08, 0.09, 0.18, 0.10, -0.09, 0.05, 0.05, 0.04, 0.08, 0.06, -0.13, 0.03, 0.01], "total_energy_ha": -496.689906, "e_lumo_ha": 0.033, "orbital_gap_ev": 8.831, "fmax_ha_per_bohr": 0.114, "homo_ev": -7.9, "smiles": "C/C=C1/NC(=O)N[C@H]1C.C#C"}